Here is a structure of composition C3HEuFO2 at a distorted geometry from the OMol25 dataset. Energies are from the ωB97M-V functional and the def2-TZVPD basis.

Computed properties:
<S²> ... 15.7588
Total energy ... -29245.2903 eV

ORCA input file:
```
! wB97M-V def2-TZVPD RIJCOSX def2/J DEFGRID3
* xyz 2 8
H -2.35994 0.04497 1.49343
O -0.41432 -1.33583 0.00488
O -0.69951 0.77597 0.36119
C -1.72858 -1.31578 0.14020
C -2.02620 0.12746 0.41161
C 0.18002 -0.08776 0.12524
F -2.84696 0.72822 -0.42428
Eu 2.88578 0.29733 -0.16110
*
```

=====

Here is the molecule C3HF2I at a distorted geometry from the OMol25 dataset. Energies are from the ωB97M-V functional and the def2-TZVPD basis.

Computed properties:
Relative energy (zero: lowest compared OMol25 entry of this formula, charge and spin) ... 5.755 eV
Total energy ... -16654.1528 eV

ORCA input file:
```
! wB97M-V def2-TZVPD RIJCOSX def2/J DEFGRID3
* xyz 0 1
C -0.45488 0.98759 -0.60350
C 1.41647 -0.82882 0.37408
C -0.23641 -0.62123 -0.02915
F -1.02420 -0.79154 1.03116
F -0.50112 -1.55244 -0.90568
I 1.65426 1.18746 -0.03124
H -0.85412 1.61898 0.16433
*
```

=====

Here is a structure of composition C3HF3O at a distorted geometry from the OMol25 dataset. Energies are from the ωB97M-V functional and the def2-TZVPD basis.

Computed properties:
Relative energy (zero: lowest compared OMol25 entry of this formula, charge and spin) ... 2.362 eV
Total energy ... -13324.0675 eV

ORCA input file:
```
! wB97M-V def2-TZVPD RIJCOSX def2/J DEFGRID3
* xyz 0 1
C 1.17304 0.84092 -0.76674
C 0.06439 -0.45436 0.12022
C -1.13115 -0.37317 0.66657
O 2.08692 0.46842 -1.37851
F 0.62607 -1.64569 -0.10236
F -1.82706 -1.42129 1.09323
F -1.77700 0.75154 0.91892
H 0.78477 1.83363 -0.55133
*
```

=====

Here is a structure of composition C3HFO2Pd at a distorted geometry from the OMol25 dataset. Energies are from the ωB97M-V functional and the def2-TZVPD basis.

Computed properties:
Relative energy (zero: lowest compared OMol25 entry of this formula, charge and spin) ... 0.000 eV
<S²> ... 2.0088
Total energy ... -13392.3458 eV

ORCA input file:
```
! wB97M-V def2-TZVPD RIJCOSX def2/J DEFGRID3
* xyz 2 3
H -0.59503 1.99844 0.37298
O -1.18831 -0.05320 0.09786
O 0.79550 -0.78878 0.01226
C -0.39863 1.04334 -0.14872
C 0.85461 0.56192 -0.16798
C -0.46269 -1.13641 0.11144
F 1.98388 1.03753 -0.55237
Pd -0.98933 -2.66285 0.27451
*
```

=====

Here is a structure of composition C3HHoO2 at a distorted geometry from the OMol25 dataset. Energies are from the ωB97M-V functional and the def2-TZVPD basis.

Computed properties:
<S²> ... 8.7796
Total energy ... -32976.3966 eV

ORCA input file:
```
! wB97M-V def2-TZVPD RIJCOSX def2/J DEFGRID3
* xyz 3 6
C 0.22716 1.18061 -2.05106
H 0.58766 2.03539 -2.59708
C -0.15971 0.23808 -1.40890
O -0.53781 -1.12098 -0.46389
C -0.42293 -1.25440 0.75491
Ho 0.33882 -0.44004 4.07148
O -0.03318 -0.63866 1.69454
*
```

=====

Here is a structure of composition C3HIN2O2S at a distorted geometry from the OMol25 dataset. Energies are from the ωB97M-V functional and the def2-TZVPD basis.

Computed properties:
Relative energy (zero: lowest compared OMol25 entry of this formula, charge and spin) ... 0.000 eV
Total energy ... -29135.1300 eV

ORCA input file:
```
! wB97M-V def2-TZVPD RIJCOSX def2/J DEFGRID3
* xyz 0 1
C 0.96183 0.29963 1.71040
C 1.24180 -0.28077 -0.50750
C 1.58839 -0.42393 0.81491
N 0.17874 0.90119 2.42980
N 0.88503 -0.15300 -1.57332
O -1.99347 -1.06201 -2.21775
O -2.15836 1.36205 -1.96539
S -1.67251 0.25744 -2.68264
I -1.52346 0.10775 3.11722
H 2.49202 -1.00834 0.87427
*
```